i.
DFT (ωB97M-V/def2-TZVPD) results for a molecular structure, C47H43N8O2PTi.

ORCA input file:
```
! wB97M-V def2-TZVPD RIJCOSX def2/J DEFGRID3
* xyz 3 2
Ti 0.058 0.097 0.454
C -1.459 -2.312 -1.038
N -1.775 -0.951 -0.577
C -2.973 -0.902 0.285
C -2.936 0.419 0.973
N -1.797 1.070 1.077
C -2.126 2.319 1.610
C -1.339 3.443 1.848
C -1.965 4.550 2.379
C -3.344 4.555 2.662
C -4.138 3.455 2.409
C -3.494 2.349 1.869
N -3.980 1.111 1.450
C -0.393 -2.862 -0.152
N 0.518 -2.083 0.410
C 1.392 -2.964 1.074
C 2.553 -2.739 1.812
C 3.206 -3.841 2.324
C 2.736 -5.149 2.120
C 1.594 -5.390 1.386
C 0.951 -4.270 0.876
N -0.197 -4.163 0.092
H -2.340 -2.959 -1.062
H -1.073 -2.254 -2.060
H -1.918 -0.329 -1.370
H -3.898 -1.023 -0.289
H -2.917 -1.730 0.999
H -0.278 3.456 1.631
H -1.387 5.439 2.586
H -3.791 5.444 3.082
H -5.199 3.463 2.616
H -4.935 0.791 1.480
H 2.947 -1.752 1.989
H 4.112 -3.697 2.895
H 3.285 -5.979 2.539
H 1.228 -6.392 1.215
H -0.755 -4.923 -0.263
N 2.379 0.946 2.743
P 0.744 0.558 2.948
C 0.626 -0.985 3.870
C 1.552 -1.329 4.854
C 1.410 -2.512 5.558
C 0.332 -3.349 5.298
C -0.607 -3.004 4.336
C -0.455 -1.825 3.623
C 0.147 1.824 4.080
C -1.076 1.620 4.718
C -1.590 2.595 5.554
C -0.884 3.772 5.771
C 0.336 3.976 5.146
C 0.849 3.010 4.291
C 3.037 0.674 1.558
C 4.429 0.806 1.470
C 5.055 0.451 0.300
C 4.295 -0.034 -0.770
C 2.937 -0.099 -0.611
N 2.297 0.262 0.525
H 2.960 1.206 3.528
H 2.394 -0.683 5.074
H 2.130 -2.782 6.317
H 0.219 -4.269 5.855
H -1.453 -3.651 4.150
H -1.198 -1.563 2.871
H -1.622 0.693 4.584
H -2.534 2.432 6.054
H -1.281 4.523 6.439
H 0.893 4.886 5.323
H 1.788 3.202 3.790
H 4.991 1.160 2.324
H 6.130 0.534 0.218
H 4.752 -0.348 -1.697
H 2.301 -0.462 -1.411
C -0.793 5.273 -2.671
O -0.760 3.889 -3.043
C -1.809 3.120 -2.725
C -2.895 3.533 -1.948
C -3.981 2.698 -1.759
C -4.029 1.437 -2.342
C -2.946 1.001 -3.084
C -1.835 1.817 -3.241
N -0.805 1.333 -4.107
C 0.500 1.422 -4.038
C 1.360 1.945 -3.025
C 2.500 2.558 -3.588
C 3.309 3.393 -2.846
C 2.983 3.616 -1.511
C 1.919 2.959 -0.915
C 1.123 2.067 -1.636
O 0.231 1.323 -0.984
H 0.109 5.705 -3.092
H -0.780 5.373 -1.584
H -1.672 5.759 -3.093
H -2.909 4.529 -1.531
H -4.823 3.060 -1.184
H -4.917 0.825 -2.260
H -2.983 0.053 -3.615
H -1.151 1.017 -5.007
H 0.991 1.113 -4.955
H 2.705 2.414 -4.641
H 4.164 3.874 -3.297
H 3.583 4.291 -0.915
H 1.712 3.101 0.139
*
```

The frontier orbital gap (alpha / beta) is 7.4 / 7.5 eV.

---

ii.
DFT (ωB97M-V/def2-TZVPD) results for a molecular structure, C47H43N8O2PTi.

ORCA input file:
```
! wB97M-V def2-TZVPD RIJCOSX def2/J DEFGRID3
* xyz 3 2
Ti 0.165 0.387 -0.589
C -0.587 1.485 -3.642
N 0.449 1.839 -2.650
C 1.802 1.547 -3.147
C 1.996 0.070 -3.019
N 1.324 -0.642 -2.134
C 1.699 -1.975 -2.354
C 1.278 -3.159 -1.752
C 1.800 -4.339 -2.242
C 2.744 -4.357 -3.281
C 3.184 -3.191 -3.874
C 2.630 -2.010 -3.393
N 2.793 -0.686 -3.788
C -1.743 0.857 -2.945
N -1.642 0.313 -1.747
C -2.932 -0.138 -1.423
C -3.438 -0.730 -0.268
C -4.786 -1.026 -0.242
C -5.625 -0.741 -1.328
C -5.142 -0.135 -2.470
C -3.785 0.158 -2.486
N -2.986 0.789 -3.433
H -0.914 2.353 -4.219
H -0.175 0.766 -4.355
H 0.385 2.830 -2.440
H 1.947 1.864 -4.185
H 2.530 2.086 -2.539
H 0.564 -3.165 -0.943
H 1.467 -5.280 -1.824
H 3.122 -5.307 -3.635
H 3.898 -3.203 -4.685
H 3.373 -0.355 -4.542
H -2.814 -0.937 0.591
H -5.211 -1.485 0.641
H -6.674 -0.997 -1.267
H -5.788 0.096 -3.306
H -3.292 1.151 -4.323
N -0.250 3.404 0.555
P -1.383 2.119 0.712
C -2.821 2.857 -0.092
C -4.101 2.610 0.399
C -5.209 3.098 -0.279
C -5.045 3.837 -1.442
C -3.771 4.097 -1.929
C -2.661 3.603 -1.261
C -1.817 2.006 2.455
C -1.905 0.751 3.052
C -2.294 0.638 4.381
C -2.582 1.778 5.115
C -2.496 3.035 4.524
C -2.123 3.149 3.197
C 1.103 3.174 0.460
C 2.024 4.191 0.744
C 3.366 3.934 0.611
C 3.788 2.661 0.209
C 2.830 1.718 -0.052
N 1.503 1.959 0.047
H -0.513 4.332 0.859
H -4.237 2.049 1.315
H -6.200 2.914 0.112
H -5.911 4.233 -1.956
H -3.644 4.706 -2.816
H -1.668 3.837 -1.628
H -1.685 -0.142 2.478
H -2.379 -0.339 4.838
H -2.884 1.692 6.150
H -2.733 3.920 5.097
H -2.092 4.131 2.738
H 1.668 5.159 1.070
H 4.089 4.711 0.822
H 4.836 2.422 0.101
H 3.098 0.716 -0.364
C 2.580 -4.864 1.438
O 2.498 -3.470 1.774
C 3.407 -2.639 1.237
C 4.190 -2.951 0.126
C 5.166 -2.077 -0.316
C 5.400 -0.876 0.345
C 4.620 -0.549 1.437
C 3.602 -1.398 1.858
N 2.940 -1.039 3.072
C 1.748 -1.270 3.534
C 0.594 -1.846 2.907
C -0.160 -2.686 3.747
C -1.213 -3.431 3.265
C -1.554 -3.315 1.920
C -0.874 -2.436 1.096
C 0.186 -1.664 1.571
O 0.726 -0.713 0.792
H 1.910 -5.370 2.125
H 3.599 -5.227 1.572
H 2.250 -5.036 0.414
H 4.052 -3.898 -0.374
H 5.781 -2.356 -1.161
H 6.207 -0.227 0.035
H 4.806 0.365 1.989
H 3.567 -0.601 3.739
H 1.643 -1.031 4.589
H 0.127 -2.776 4.788
H -1.761 -4.093 3.919
H -2.374 -3.896 1.516
H -1.179 -2.324 0.061
*
```

The frontier orbital gap (alpha / beta) is 7.7 / 7.7 eV.

---

Which is more stable than every other structure shown? ii is more stable than every other one.